ORCA calculation (ωB97M-V/def2-TZVPD) on a cluster of 2 separate species, C3H11N3 in total.

Output
Relative energy (zero: lowest compared OMol25 entry of this formula, charge and spin), kcal/mol: 26.44
Structure (SMILES): [H]/N=C/N.CCN
HOMO, eV: -8.8
Lowest unoccupied orbital energy, eV: 0.978
Frontier orbital gap, eV: 9.79

Structure (XYZ):
```
17
Properties=species:S:1:pos:R:3:lowdin_charge:R:1
H -2.05909 -1.95239 3.60505 0.026
N -1.82339 -1.71772 2.64948 0.050
C -2.19650 -2.58507 1.79767 -0.398
N -2.15442 -2.31601 0.45748 0.060
H -2.50524 -3.58887 2.03710 0.105
H -1.60981 -1.50512 0.20418 0.078
H -2.08098 -2.99394 -0.28026 0.080
C 1.84175 2.14992 -1.99889 -0.100
C 1.58326 1.02888 -0.93214 -0.330
N 0.79214 1.42221 0.22379 -0.037
H 1.13001 2.13525 -2.81106 0.056
H 1.77519 3.12921 -1.49997 0.060
H 2.89508 2.10935 -2.23643 0.054
H 1.12210 0.18417 -1.43461 0.095
H 2.55493 0.80543 -0.50268 0.088
H 0.95083 2.39462 0.47335 0.056
H -0.21587 1.30007 0.24794 0.056
```

---

ORCA calculation (ωB97M-V/def2-TZVPD) on the molecule C14H15N3OS.

Output
Relative energy (zero: lowest compared OMol25 entry of this formula, charge and spin), kcal/mol: 22.01
Structure (SMILES): CC(C)c1ccc(/C=C/C(=O)Nc2nncs2)cc1
HOMO, eV: -8.8
Lowest unoccupied orbital energy, eV: -0.413
Frontier orbital gap, eV: 8.37

Structure (XYZ):
```
34
Properties=species:S:1:pos:R:3:lowdin_charge:R:1
C 0.30148 -4.58265 2.43380 -0.063
C -0.02581 -3.27170 3.15272 -0.391
C 1.06707 -2.91932 4.16464 -0.063
C -0.21700 -2.15270 2.16189 -0.208
C -1.43693 -1.49224 2.06610 -0.020
C -1.62161 -0.46659 1.16214 -0.020
C -0.58692 -0.05980 0.31447 -0.218
C -0.82953 1.01934 -0.61491 -0.008
C 0.02998 1.54899 -1.49965 0.001
C -0.39540 2.64530 -2.36544 -0.483
O -1.50137 3.15113 -2.36660 -0.016
N 0.58238 3.09951 -3.22958 0.104
C 0.35603 4.11725 -4.10735 -0.595
N 1.24895 4.56569 -4.92882 -0.012
N 0.79898 5.55965 -5.68546 -0.078
C -0.42127 5.87180 -5.45045 -0.468
S -1.19040 4.92512 -4.20550 1.088
C 0.63873 -0.72615 0.41315 -0.012
C 0.81542 -1.74991 1.31864 -0.024
H 1.24809 -4.50926 1.90446 0.075
H 0.37312 -5.39561 3.15267 0.078
H -0.47697 -4.82491 1.71359 0.083
H -0.96553 -3.40798 3.69927 0.131
H 2.03031 -2.80896 3.67306 0.075
H 1.15201 -3.70478 4.91206 0.078
H 0.82992 -1.98527 4.66931 0.083
H -2.25299 -1.78764 2.71033 0.113
H -2.57794 0.03283 1.10464 0.115
H -1.82438 1.44930 -0.59150 0.124
H 1.04534 1.19949 -1.60887 0.102
H 1.50669 2.69316 -3.24435 0.153
H -0.93491 6.65181 -5.97382 0.060
H 1.46064 -0.44021 -0.22497 0.106
H 1.77383 -2.24468 1.37035 0.113
```

---

ORCA calculation (ωB97M-V/def2-TZVPD) on a cluster of 2 separate species, C3H11NOS2 in total.

Output
Relative energy (zero: lowest compared OMol25 entry of this formula, charge and spin), kcal/mol: 29.13
Structure (SMILES): NCCCSS.O
HOMO, eV: -8.5
Lowest unoccupied orbital energy, eV: 0.528
Frontier orbital gap, eV: 9.00

Structure (XYZ):
```
18
Properties=species:S:1:pos:R:3:lowdin_charge:R:1
N -1.71437 -2.00217 -0.50528 -0.053
C -2.22410 -0.70075 0.06620 -0.292
C -1.11395 -0.04246 0.84968 -0.259
C -0.25599 0.67134 -0.18772 -0.639
S 0.46590 -0.29699 -1.49269 0.474
S 2.18140 -0.75476 -0.46081 0.319
H -2.57077 -2.44054 -0.85469 0.051
H -1.10249 -2.06833 -1.36926 0.017
H -3.04726 -0.84666 0.72261 0.096
H -2.56944 -0.02087 -0.68646 0.094
H -0.49545 -0.69456 1.39442 0.082
H -1.50586 0.74443 1.62956 0.149
H 0.46276 1.31569 0.33491 0.057
H -0.81796 1.43928 -0.66349 0.055
H 2.97686 -0.35568 -1.56866 -0.146
O -0.07929 3.37394 3.23368 -0.057
H 0.12852 4.29566 3.09715 0.027
H 0.38345 2.91450 2.51840 0.025
```

---

ORCA calculation (ωB97M-V/def2-TZVPD) on a structure of composition C12H25MnNO5.

Output
2S+1: 5
Expectation value of S²: 6.04
Relative energy (zero: lowest compared OMol25 entry of this formula, charge and spin), kcal/mol: 0.00
HOMO (alpha / beta), eV: -19.5 / -19.5
Lowest unoccupied orbital energy (alpha / beta), eV: -13.081 / -11.854
Total charge: +3
Frontier orbital gap (alpha / beta), eV: 6.42 / 7.65

Structure (XYZ):
```
44
Properties=species:S:1:pos:R:3:lowdin_charge:R:1
Mn -0.21579 -0.04935 -0.59765 1.158
C 1.82454 -1.58605 -1.74182 -0.026
C 0.61921 -2.51289 -1.81955 -0.033
O -0.44722 -1.95421 -0.94471 -0.208
C -1.80708 -2.10568 -1.49599 -0.072
C -2.72468 -1.31547 -0.59827 -0.046
O -2.18335 0.05635 -0.45513 -0.209
C -2.60940 1.03989 -1.47788 -0.061
C -1.67842 2.22406 -1.34375 -0.052
O -0.29293 1.73703 -1.37662 -0.216
C 0.42160 1.77509 -2.67162 -0.044
C 1.69842 0.97317 -2.47392 -0.019
O 1.23820 -0.23877 -1.77381 -0.254
H 2.48294 -1.72483 -2.59885 0.168
H 2.39086 -1.67835 -0.81668 0.155
H 0.85202 -3.51512 -1.46411 0.168
H 0.21996 -2.55164 -2.83246 0.151
H -2.06779 -3.16396 -1.51731 0.173
H -1.79273 -1.71233 -2.51604 0.147
H -2.74817 -1.70731 0.41646 0.160
H -3.73656 -1.27276 -0.99994 0.168
H -3.64306 1.32633 -1.28298 0.171
H -2.53956 0.56927 -2.46176 0.147
H -1.78197 2.73207 -0.38761 0.163
H -1.84962 2.92324 -2.16220 0.168
H 0.63154 2.81662 -2.91238 0.170
H -0.21611 1.32934 -3.43669 0.154
H 2.43606 1.47187 -1.84865 0.154
H 2.13468 0.68938 -3.43116 0.168
C -0.66472 -0.46192 3.63960 0.027
N 0.65350 0.15405 3.42994 -0.087
C 1.44639 0.45757 4.63742 0.033
C 1.07973 0.43785 2.23696 -0.388
C 2.39534 1.11256 2.02006 0.049
O 0.34171 0.13618 1.20925 -0.107
H -0.97336 -0.26801 4.66191 0.112
H -0.60384 -1.53904 3.48610 0.115
H -1.39306 -0.02626 2.96146 0.092
H 1.16156 -0.24555 5.41417 0.113
H 1.23494 1.47084 4.97803 0.125
H 2.50822 0.34518 4.44413 0.100
H 2.46823 2.02471 2.61289 0.118
H 2.51169 1.36521 0.96963 0.081
H 3.21804 0.46164 2.32151 0.116
```

---

ORCA calculation (ωB97M-V/def2-TZVPD) on a structure of composition C31H53ClNPSm.

Output
2S+1: 6
Expectation value of S²: 9.07
Relative energy (zero: lowest compared OMol25 entry of this formula, charge and spin), kcal/mol: 122.19
HOMO (alpha / beta), eV: -1.3 / -1.1
Lowest unoccupied orbital energy (alpha / beta), eV: 2.099 / 2.129
Total charge: -1
Frontier orbital gap (alpha / beta), eV: 3.38 / 3.18

Structure (XYZ):
```
88
Properties=species:S:1:pos:R:3:lowdin_charge:R:1
Sm 2.32368 0.95122 2.48212 0.822
Cl 2.02468 -1.23593 3.65222 -0.220
P -0.29482 -0.14104 -0.63815 1.204
C -0.87704 -1.35540 0.80758 -0.199
H 0.04344 -1.28657 1.43828 0.028
H -1.58244 -0.67998 1.35513 0.075
C 1.59219 0.12920 -0.71837 -0.400
C -0.95029 1.66123 -0.66003 -0.345
C 2.14500 0.39524 -2.13863 -0.207
H 1.77501 1.07673 -0.14627 0.039
C 3.63490 0.77256 -2.06602 -0.193
H 2.02696 -0.50028 -2.77115 0.097
H 1.60660 1.20684 -2.65246 0.087
C 4.47677 -0.29924 -1.35641 -0.197
H 4.01779 0.92730 -3.08580 0.109
H 3.74465 1.73678 -1.54854 0.104
C 3.87020 -0.76669 -0.01974 -0.222
H 4.58912 -1.16012 -2.03277 0.111
H 5.49078 0.08794 -1.18643 0.104
C 2.36360 -1.03295 -0.09155 -0.264
H 4.36984 -1.69716 0.28293 0.119
H 4.13534 -0.02585 0.76662 0.038
H 2.17356 -1.93692 -0.69088 0.116
H 2.00165 -1.29283 0.92431 0.017
C -0.85424 -1.01654 -2.14614 -0.391
C -2.48022 1.73323 -0.85600 -0.201
H -0.72601 1.96569 0.38180 0.107
C -3.04536 3.16833 -0.80871 -0.195
H -2.75771 1.27633 -1.82020 0.102
H -2.97503 1.13701 -0.07726 0.108
C -2.33088 4.13986 -1.75310 -0.211
H -4.11471 3.14476 -1.04775 0.107
H -2.95995 3.55307 0.21608 0.118
C -0.81400 4.09497 -1.56498 -0.192
H -2.58063 3.89781 -2.79386 0.109
H -2.68734 5.16005 -1.57785 0.106
C -0.22096 2.67160 -1.58382 -0.198
H -0.32833 4.69365 -2.34772 0.110
H -0.56191 4.57633 -0.60953 0.118
H -0.23757 2.30449 -2.62514 0.098
H 0.83951 2.75936 -1.30582 0.092
C -0.10224 -2.35250 -2.23823 -0.206
H -1.91245 -1.21238 -1.88455 0.126
C -0.84595 -3.29934 -3.17881 -0.190
H 0.91693 -2.17603 -2.61698 0.107
H -0.00498 -2.82713 -1.25153 0.082
C -1.02469 -2.70197 -4.58039 -0.204
H -0.30213 -4.25035 -3.23072 0.113
H -1.83460 -3.51162 -2.74536 0.117
C -1.58664 -1.27273 -4.55263 -0.197
H -0.05320 -2.69937 -5.09456 0.111
H -1.69375 -3.34488 -5.16309 0.105
C -0.87485 -0.34882 -3.54210 -0.191
H -1.53616 -0.83155 -5.55558 0.106
H -2.65074 -1.31882 -4.28023 0.113
H 0.15235 -0.16036 -3.89236 0.103
H -1.38816 0.62667 -3.51414 0.094
C -0.11254 -3.71603 1.25763 -0.214
C -1.31581 -2.78586 0.94807 -0.410
H 0.65730 -3.79664 0.49052 0.023
C -2.42911 -2.97062 2.04645 -0.172
H -1.77972 -3.21069 0.05174 0.083
C -1.98431 -3.39856 3.44375 -0.228
H -3.05605 -2.09249 2.17661 0.087
H -3.07132 -3.78050 1.65230 0.106
C -1.10397 -4.63599 3.45473 -0.220
H -1.44787 -2.58767 3.94716 0.107
H -2.88228 -3.62129 4.04359 0.099
C 0.10971 -4.42187 2.49314 -0.337
H -0.73953 -4.82650 4.47492 0.096
H -1.66522 -5.53210 3.13634 0.097
H 0.86585 -3.86837 3.08679 0.043
H 0.54384 -5.41942 2.27314 0.089
C 2.63435 3.32511 1.89185 -0.257
C 1.43215 3.45622 2.77724 -0.473
C 0.92546 4.55620 3.45911 -0.107
C -0.19715 4.13187 4.16730 -0.097
C -0.37318 2.76608 3.91371 -0.381
C -1.39377 1.85880 4.44334 -0.067
N 0.65976 2.32944 3.07325 -0.151
H 3.52102 2.70370 2.34053 -0.041
H 3.17171 4.27057 1.80080 0.082
H 2.37842 2.99433 0.85439 0.042
H 1.39491 5.55136 3.41619 0.096
H -0.83577 4.72854 4.82899 0.092
H -2.09633 2.42600 5.07453 0.074
H -1.98391 1.38393 3.64545 0.066
H -0.95121 1.06951 5.07168 0.079
```